Molecular formula: C30H25GeLuN6OS2
Method: DFT, the ωB97M-V functional and the def2-TZVPD basis

Properties
* orbital gap: 0.287 Eh
* highest occupied orbital energy: -13.38 eV
* charge: +2
* max |F|: 2.77 eV/A
* relative energy (zero: lowest compared OMol25 entry of this formula, charge and spin): 12.5 kJ/mol
* LUMO energy: -5.6 eV

Geometry as XYZ:
```
66
Properties=species:S:1:pos:R:3:lowdin_charge:R:1
Lu -0.2408 0.7590 -0.3725 1.611
N 3.1186 2.0462 2.8689 0.121
C 2.4417 1.5269 1.8045 -0.789
S 1.1302 0.2955 2.1629 0.640
N 2.7448 1.9312 0.6457 -0.023
N 1.9018 1.5791 -0.4560 -0.136
C 2.5518 1.9229 -1.5365 -0.052
C 2.0696 1.8887 -2.8803 -0.179
C 2.9646 2.2585 -3.8510 -0.057
C 2.6097 2.3784 -5.1414 -0.062
C 1.2601 2.1422 -5.4975 -0.028
C 0.3325 1.8305 -4.5405 -0.004
C 0.7162 1.7281 -3.1880 -0.336
O -0.1779 1.4253 -2.2703 -0.262
H 3.2933 1.4670 3.6478 0.087
H 3.9188 2.5297 2.5252 0.107
H 3.6050 2.2626 -1.5048 0.148
H 4.0132 2.5689 -3.6589 0.143
H 3.2906 2.7392 -5.8846 0.113
H 0.8995 2.1893 -6.5720 0.144
H -0.7072 1.7689 -4.7713 0.116
N -4.2103 2.2540 0.9372 0.197
C -4.7774 1.0174 0.6069 -0.158
C -6.0913 0.5876 0.6489 0.006
C -6.2763 -0.7255 0.2685 -0.026
C -5.1632 -1.5111 -0.1843 -0.047
C -3.9022 -1.0230 -0.2500 -0.035
C -3.6862 0.2331 0.2185 -0.219
N -2.5058 0.9874 0.2872 0.027
C -2.8762 2.1943 0.7503 -0.224
C -1.8818 3.2960 0.9413 -0.293
C -2.0399 4.5003 1.4870 -0.290
S -0.5153 5.3046 1.4961 1.130
C 0.2661 3.9033 0.8465 -0.397
N -0.5558 2.9146 0.6591 -0.096
H -4.7082 2.9572 1.4574 0.178
H -6.9164 1.1946 0.9801 0.124
H -7.2839 -1.1358 0.3388 0.122
H -5.3604 -2.4611 -0.6183 0.106
H -3.1693 -1.6449 -0.7682 0.094
H -2.9298 4.9166 1.8940 0.092
H 1.3218 3.7231 0.6492 0.080
Ge 2.1750 -1.4813 1.1762 0.831
C 2.3583 -2.7802 2.5585 -0.386
C 1.2168 -3.2691 3.1925 -0.101
C 1.3750 -4.3557 4.0984 -0.060
C 2.6212 -4.7531 4.4816 -0.075
C 3.7216 -4.2089 3.8679 -0.073
C 3.6413 -3.2186 2.9037 -0.102
C 0.8465 -1.8521 -0.2790 -0.413
C -0.2862 -2.6491 -0.0389 -0.110
C -1.0773 -3.1300 -1.0500 -0.062
C -0.9148 -2.6050 -2.3344 -0.036
C 0.2373 -1.8505 -2.5848 -0.052
C 1.1374 -1.4430 -1.5794 -0.176
H 3.4328 -0.8558 0.4972 0.027
H 0.2507 -2.8177 2.9989 0.087
H 0.5180 -4.8064 4.6118 0.120
H 2.7082 -5.5001 5.3142 0.142
H 4.7142 -4.5250 4.1346 0.114
H 4.5106 -2.7815 2.4036 0.107
H -0.5098 -2.9548 0.9386 0.080
H -1.9923 -3.6712 -0.8679 0.120
H -1.5856 -2.7774 -3.1730 0.127
H 0.3995 -1.5451 -3.6191 0.124
H 2.0276 -0.8891 -1.8269 0.098
```

---

Molecular formula: C30H26AsN4NiO3S
Method: DFT, the ωB97M-V functional and the def2-TZVPD basis

Properties
* expectation value of S²: 2.006
* multiplicity: 3
* orbital gap (alpha / beta): 0.266 / 0.265 Eh
* highest occupied orbital energy (alpha / beta): -4.57 / -4.54 eV
* charge: -1
* max |F|: 0.73 eV/A
* LUMO energy (alpha / beta): 2.7 / 2.7 eV

Geometry as XYZ:
```
66
Properties=species:S:1:pos:R:3:lowdin_spin:R:1
Ni -1.2421 2.1575 -0.0880 1.697
N -1.6477 3.2535 3.9783 0.007
C -1.2541 3.1842 2.6582 0.014
S -2.4277 3.6303 1.4481 0.083
N -0.0094 2.8457 2.4620 0.009
N 0.2569 2.8051 1.0942 0.055
C 1.4665 2.9767 0.7379 -0.001
C 1.9067 3.0349 -0.6517 0.002
C 3.2702 3.2498 -0.8865 -0.001
C 3.7797 3.4282 -2.1559 0.001
C 2.8854 3.4079 -3.2323 -0.001
C 1.5380 3.2018 -3.0336 0.004
C 0.9994 2.9895 -1.7444 0.004
O -0.2762 2.7556 -1.6286 0.063
H -2.6417 3.1604 4.1041 0.002
H -1.0867 2.6900 4.5975 0.001
H 2.2076 3.1336 1.5236 0.002
H 3.9357 3.2787 -0.0277 0.000
H 4.8386 3.5877 -2.3139 0.000
H 3.2558 3.5576 -4.2409 0.000
H 0.8433 3.1791 -3.8642 0.000
O -2.3320 0.1376 2.1045 0.002
C -3.0521 0.1436 1.1214 0.003
C -4.3862 -0.5818 1.0394 0.001
C -4.8448 -0.3430 -0.3949 0.001
C -3.7386 0.5184 -0.9953 0.003
O -3.7178 0.8944 -2.1539 0.001
N -2.7659 0.7773 -0.0631 0.026
H -5.0485 -0.1547 1.7928 0.000
H -4.2256 -1.6322 1.2860 0.000
H -5.7898 0.1931 -0.4825 0.000
H -4.9253 -1.2561 -0.9858 0.000
C 2.6311 -0.9726 -3.8541 0.000
C 1.3604 -0.4144 -3.8191 0.000
C 0.6719 -0.3292 -2.6171 0.000
C 1.2283 -0.8268 -1.4357 0.000
C 2.5198 -1.3442 -1.4738 0.000
C 3.2137 -1.4218 -2.6767 0.000
As 0.1441 -0.5438 0.1799 0.013
C -1.0689 -2.0910 0.0501 0.001
C -1.3250 -2.9140 1.1443 0.001
C -2.2675 -3.9322 1.0603 0.000
C -2.9779 -4.1358 -0.1157 0.001
C -2.7468 -3.3047 -1.2042 0.000
C -1.8055 -2.2858 -1.1175 0.001
C 1.3412 -1.1829 1.5683 0.004
C 1.5959 -0.3140 2.6253 0.000
C 2.4524 -0.7014 3.6531 0.000
C 3.0479 -1.9534 3.6320 0.000
C 2.7818 -2.8314 2.5840 0.000
C 1.9299 -2.4474 1.5586 0.001
H 3.1748 -1.0318 -4.7895 0.000
H 0.9119 -0.0180 -4.7214 0.000
H -0.2870 0.1784 -2.5968 0.000
H 3.0050 -1.6767 -0.5654 0.000
H 4.2187 -1.8269 -2.6879 0.000
H -0.8054 -2.7514 2.0799 0.000
H -2.4527 -4.5608 1.9241 0.000
H -3.7144 -4.9280 -0.1798 0.000
H -3.3046 -3.4378 -2.1234 0.000
H -1.6618 -1.6375 -1.9729 0.000
H 1.1076 0.6566 2.6617 0.000
H 2.6453 -0.0186 4.4722 0.000
H 3.7145 -2.2522 4.4321 0.000
H 3.2348 -3.8153 2.5684 0.000
H 1.7149 -3.1378 0.7515 0.000
```

---

Molecular formula: C30H26Cl2MnNO2Te
Method: DFT, the ωB97M-V functional and the def2-TZVPD basis

Properties
* expectation value of S²: 6.098
* multiplicity: 5
* orbital gap (alpha / beta): 0.199 / 0.228 Eh
* highest occupied orbital energy (alpha / beta): -13.97 / -13.99 eV
* charge: +2
* max |F|: 0.30 eV/A
* relative energy (zero: lowest compared OMol25 entry of this formula, charge and spin): 0.0 kJ/mol
* LUMO energy (alpha / beta): -8.6 / -7.8 eV

Geometry as XYZ:
```
63
Properties=species:S:1:pos:R:3:lowdin_spin:R:1
Mn -0.6368 -1.4667 -0.2110 3.855
C 5.3559 2.0402 0.6530 0.001
C 4.2070 1.0892 0.4773 0.010
C 4.3788 -0.2896 0.6245 0.007
C 3.3392 -1.1980 0.4724 0.007
C 3.5921 -2.6665 0.7312 0.001
O 4.2607 -2.9675 1.6886 0.002
C 2.9973 -3.6878 -0.1774 -0.001
C 2.8182 -4.9795 0.3090 0.001
C 2.2808 -5.9605 -0.5106 0.000
C 1.9389 -5.6602 -1.8227 -0.001
C 2.1350 -4.3756 -2.3211 0.000
C 2.6593 -3.3910 -1.4976 -0.001
C 2.0721 -0.7048 0.1894 0.006
O 1.0745 -1.6086 0.1175 0.041
C 1.8458 0.6774 0.0177 0.010
C 2.9393 1.5527 0.1773 0.012
C 0.5393 1.1864 -0.2841 0.021
N -0.5118 0.3953 -0.3356 -0.063
C -1.8598 0.7740 -0.7899 0.004
C -2.6555 -0.5266 -0.9239 0.013
Te -4.7515 -0.1451 -1.4418 -0.007
C -5.0393 1.0466 0.2563 0.000
C -4.9069 2.4312 0.1537 -0.001
C -5.0948 3.2226 1.2783 0.000
C -5.4086 2.6363 2.4964 -0.001
C -5.5467 1.2582 2.5970 0.000
C -5.3704 0.4595 1.4767 0.000
C 0.3239 2.6222 -0.5725 -0.003
C -0.4891 3.3895 0.2607 0.002
C -0.6848 4.7300 -0.0242 0.000
C -0.0980 5.2954 -1.1499 0.002
C 0.7016 4.5277 -1.9846 -0.001
C 0.9288 3.1918 -1.6921 0.001
H 6.2594 1.5133 0.9507 0.000
H 5.1297 2.7832 1.4179 0.000
H 5.5660 2.5713 -0.2759 0.000
H 5.3531 -0.6873 0.8845 0.000
H 3.1166 -5.2019 1.3253 0.000
H 2.1524 -6.9669 -0.1348 0.000
H 1.5449 -6.4341 -2.4685 0.000
H 1.9110 -4.1555 -3.3568 0.000
H 2.8405 -2.3989 -1.8957 0.000
H 2.7713 2.6168 0.0791 0.000
H -1.8060 1.2902 -1.7500 0.000
H -2.3446 1.4261 -0.0643 -0.001
H -2.7865 -1.0693 0.0300 0.003
H -2.3317 -1.1810 -1.7528 0.007
H -4.6780 2.8903 -0.7998 0.000
H -5.0124 4.2984 1.1981 0.000
H -5.5655 3.2570 3.3685 0.000
H -5.8151 0.8077 3.5431 0.000
H -5.5146 -0.6113 1.5482 0.000
H -0.9356 2.9539 1.1471 0.000
H -1.2901 5.3364 0.6356 0.000
H -0.2585 6.3415 -1.3724 0.000
H 1.1589 4.9707 -2.8585 0.000
H 1.5647 2.5934 -2.3327 0.000
Cl -1.5476 -2.6531 1.9861 0.047
C -1.7813 -4.1046 0.9890 0.007
Cl -0.8101 -3.9127 -0.5093 0.019
H -2.8266 -4.1976 0.7185 0.000
H -1.3987 -4.9742 1.5120 0.001
```

---

What is the formula in the third record? C30H26Cl2MnNO2Te

---

Which value of max |F| does entry 2 give? 0.73 eV/A

---

max |F| of number 3 (C30H26Cl2MnNO2Te)? 0.30 eV/A

---

charge of number 2 (C30H26AsN4NiO3S)? -1